{"formula": "C17H17N3O4", "method": "ωB97M-V/def2-TZVPD", "lumo_ev": 0.095, "smiles": "COc1ccc(/C=C/C(=O)O/N=C(\\N)c2cccnc2)cc1OC", "homo_lumo_gap_ev": 8.07, "multiplicity": 1, "elements": ["C", "O", "C", "C", "C", "C", "C", "C", "C", "O", "O", "N", "C", "N", "C", "C", "C", "C", "N", "C", "C", "C", "O", "C", "H", "H", "H", "H", "H", "H", "H", "H", "H", "H", "H", "H", "H", "H", "H", "H", "H"], "xyz": [[2.373, -1.246, 5.529], [2.895, -2.081, 4.519], [2.509, -1.971, 3.223], [3.145, -2.869, 2.365], [2.878, -2.902, 1.016], [1.951, -2.019, 0.461], [1.686, -2.064, -0.957], [0.852, -1.277, -1.654], [0.706, -1.459, -3.096], [1.296, -2.270, -3.768], [-0.164, -0.644, -3.749], [-0.889, 0.277, -2.960], [-1.633, 1.068, -3.641], [-1.699, 1.102, -4.994], [-2.421, 2.038, -2.866], [-2.808, 1.756, -1.557], [-3.549, 2.693, -0.859], [-3.885, 3.878, -1.500], [-3.512, 4.161, -2.735], [-2.797, 3.272, -3.397], [1.311, -1.117, 1.316], [1.566, -1.075, 2.675], [0.937, -0.195, 3.524], [-0.014, 0.694, 2.994], [2.876, -1.562, 6.443], [2.594, -0.194, 5.338], [1.295, -1.374, 5.644], [3.860, -3.544, 2.808], [3.389, -3.612, 0.384], [2.227, -2.819, -1.515], [0.263, -0.488, -1.217], [-2.454, 1.572, -5.459], [-1.213, 0.372, -5.490], [-2.529, 0.811, -1.118], [-3.866, 2.507, 0.156], [-4.476, 4.637, -1.005], [-2.496, 3.572, -4.393], [0.594, -0.435, 0.892], [0.430, 1.370, 2.256], [-0.370, 1.275, 3.844], [-0.857, 0.162, 2.543]]}



{"formula": "C12H14ClF3NO6S", "method": "ωB97M-V/def2-TZVPD", "lumo_ev": 2.764, "homo_lumo_gap_ev": 6.43, "total_charge": -1, "multiplicity": 1, "elements": ["C", "C", "O", "C", "C", "Cl", "C", "O", "O", "C", "C", "O", "H", "H", "H", "H", "H", "H", "H", "H", "H", "H", "F", "C", "F", "F", "S", "N", "C", "O", "C", "C", "C", "O", "H", "H", "H", "H"], "xyz": [[-4.950, -2.903, 1.139], [-3.464, -3.104, 1.271], [-2.830, -1.825, 1.120], [-1.488, -1.905, 1.019], [-0.785, -0.596, 0.845], [0.829, -0.826, 1.224], [-1.412, 0.739, 1.009], [-0.781, 1.778, 1.002], [-2.771, 0.666, 1.131], [-3.482, 1.923, 1.276], [-4.964, 1.663, 1.145], [-0.871, -2.971, 1.038], [-5.426, -3.878, 1.281], [-5.363, -2.210, 1.883], [-5.213, -2.544, 0.138], [-3.205, -3.515, 2.257], [-3.104, -3.765, 0.471], [-3.241, 2.345, 2.263], [-3.148, 2.594, 0.474], [-5.473, 2.620, 1.282], [-5.213, 1.292, 0.148], [-5.348, 0.964, 1.894], [2.815, -2.399, 0.141], [3.251, -1.461, -0.736], [4.603, -1.432, -0.663], [2.922, -1.903, -1.990], [2.526, 0.177, -0.390], [3.969, 1.013, -1.233], [3.645, 1.850, -2.294], [2.525, 2.073, -2.722], [4.986, 2.383, -2.806], [6.040, 1.870, -1.848], [5.267, 1.163, -0.721], [5.709, 0.790, 0.344], [5.153, 2.015, -3.828], [4.947, 3.480, -2.805], [6.716, 1.152, -2.350], [6.630, 2.688, -1.408]]}



{"formula": "C5H9Br3O2S", "method": "ωB97M-V/def2-TZVPD", "lumo_ev": -0.340, "homo_lumo_gap_ev": 9.56, "multiplicity": 1, "elements": ["C", "Br", "Br", "Br", "H", "C", "C", "C", "S", "O", "O", "C", "H", "H", "H", "H", "H", "H", "H", "H"], "xyz": [[3.377, 1.845, -4.801], [4.671, 3.333, -5.095], [4.337, 0.276, -4.054], [2.526, 0.960, -6.399], [2.769, 2.090, -3.930], [-2.293, 0.021, 2.056], [-1.007, -0.122, 2.781], [-0.173, -1.285, 2.242], [-0.387, -1.127, 0.484], [-0.347, -2.436, -0.188], [0.426, -0.029, -0.046], [-2.066, -0.353, 0.611], [-2.522, 1.086, 2.095], [-3.077, -0.543, 2.560], [-1.216, -0.150, 3.851], [-0.521, 0.850, 2.694], [-0.562, -2.293, 2.388], [0.886, -1.290, 2.500], [-2.714, -1.214, 0.446], [-2.106, 0.379, -0.196]]}



{"formula": "C6H9F3NO2S", "method": "ωB97M-V/def2-TZVPD", "lumo_ev": -3.941, "homo_lumo_gap_ev": 10.88, "total_charge": 1, "multiplicity": 1, "elements": ["C", "C", "C", "C", "C", "C", "N", "O", "O", "F", "F", "F", "S", "H", "H", "H", "H", "H", "H", "H", "H", "H"], "xyz": [[1.393, 0.813, 0.618], [1.352, -1.030, -0.527], [-0.321, 1.139, -1.324], [-1.255, -0.125, 0.697], [0.427, 0.229, -0.344], [-1.907, -1.317, 0.035], [2.181, -0.517, 0.616], [-0.868, 2.302, 1.055], [-2.785, 1.903, -0.405], [-3.017, -1.714, 0.607], [-2.077, -1.233, -1.282], [-1.071, -2.360, 0.200], [-1.508, 1.547, 0.034], [1.983, 1.692, 0.307], [0.893, 1.192, 1.593], [0.870, -1.906, -0.132], [2.007, -1.179, -1.429], [0.204, 1.868, -1.737], [-0.709, 0.497, -2.152], [-1.081, -0.375, 1.722], [3.191, -0.483, 0.378], [2.098, -0.945, 1.467]]}



{"formula": "C4H2IN3", "method": "ωB97M-V/def2-TZVPD", "lumo_ev": -0.960, "smiles": "[H]/N=C(/C#N)[C@H](I)C#N", "homo_lumo_gap_ev": 9.41, "multiplicity": 1, "elements": ["H", "N", "C", "C", "N", "C", "I", "C", "N", "H"], "xyz": [[-1.816, 0.481, 0.864], [-1.076, 1.167, 0.754], [-0.009, 0.856, 0.220], [1.026, 1.764, -0.067], [1.828, 2.536, -0.332], [0.254, -0.831, -0.457], [-0.647, -1.028, -2.384], [-0.246, -1.696, 0.547], [-0.650, -2.326, 1.413], [1.336, -0.922, -0.559]]}



{"formula": "CH11O4S", "method": "ωB97M-V/def2-TZVPD", "lumo_ev": 3.337, "homo_lumo_gap_ev": 7.02, "total_charge": -1, "multiplicity": 1, "elements": ["C", "S", "H", "H", "H", "H", "H", "O", "H", "H", "O", "H", "H", "O", "H", "H", "O"], "xyz": [[0.089, -1.468, 0.271], [-0.822, -0.400, -0.879], [0.740, -0.915, 1.112], [-0.550, -2.141, 0.953], [0.837, -2.123, -0.229], [3.161, 0.318, -0.341], [2.237, -0.757, -0.275], [2.937, -0.347, 0.265], [0.405, 2.415, 1.344], [-0.700, 1.419, 0.913], [-0.493, 2.171, 1.573], [-2.611, -1.487, -0.516], [-2.617, -2.837, -0.228], [-3.162, -2.098, -0.135], [0.593, 3.440, -1.188], [0.047, 1.978, -1.051], [-0.093, 2.832, -1.588]]}



{"formula": "C46H42AsN3O5PRh", "method": "ωB97M-V/def2-TZVPD", "lumo_ev": [-8.049, -8.041], "homo_lumo_gap_ev": [4.22, 4.22], "total_charge": 2, "multiplicity": 1, "elements": ["Rh", "C", "C", "C", "C", "N", "C", "C", "C", "C", "C", "C", "N", "H", "H", "H", "H", "H", "H", "H", "H", "C", "C", "N", "O", "H", "H", "H", "H", "H", "O", "C", "O", "C", "C", "C", "C", "O", "C", "O", "C", "C", "H", "H", "H", "H", "H", "C", "C", "As", "C", "C", "C", "C", "C", "C", "C", "C", "C", "C", "C", "C", "P", "C", "C", "C", "C", "C", "C", "C", "C", "C", "C", "C", "C", "H", "H", "H", "H", "H", "H", "H", "H", "H", "H", "H", "H", "H", "H", "H", "H", "H", "H", "H", "H", "H", "H", "H", "H"], "xyz": [[-0.534, 0.591, 0.564], [2.613, 2.948, -0.845], [2.605, 3.985, 0.111], [1.471, 4.204, 0.801], [0.214, 3.525, 0.376], [0.427, 2.171, -0.182], [1.563, 2.024, -0.861], [-1.952, 3.160, 1.303], [-2.998, 4.048, 1.455], [-4.283, 3.575, 1.255], [-4.485, 2.251, 0.906], [-3.385, 1.434, 0.789], [-2.134, 1.891, 1.003], [3.470, 2.775, -1.485], [3.499, 4.560, 0.317], [1.403, 4.939, 1.597], [1.689, 1.106, -1.411], [-2.799, 5.074, 1.722], [-5.127, 4.246, 1.363], [-5.477, 1.855, 0.736], [-3.485, 0.388, 0.534], [-0.584, -1.242, 4.580], [-0.155, -0.479, 3.364], [0.974, 0.213, 3.440], [-0.859, -0.496, 2.331], [0.208, -1.917, 4.911], [-1.479, -1.811, 4.350], [-0.796, -0.547, 5.394], [1.557, 0.170, 4.257], [1.326, 0.666, 2.611], [-0.325, 3.959, -1.954], [-0.349, 4.442, -0.859], [-0.646, 3.533, 1.499], [-0.800, 5.818, -0.588], [-0.718, 6.447, 0.653], [-1.126, 7.769, 0.830], [-1.619, 8.421, -0.273], [-2.068, 9.677, -0.348], [-2.449, 9.909, -1.728], [-2.236, 8.664, -2.417], [-1.715, 7.801, -1.514], [-1.321, 6.521, -1.706], [-0.360, 5.908, 1.522], [-1.058, 8.263, 1.791], [-1.820, 10.681, -2.154], [-3.494, 10.187, -1.774], [-1.381, 6.042, -2.676], [-0.147, -2.668, 0.076], [-1.427, -2.707, -0.764], [-2.088, -4.546, -1.133], [-0.423, -5.128, -1.973], [-0.361, -5.024, -3.361], [0.803, -5.359, -4.046], [1.917, -5.811, -3.347], [1.864, -5.930, -1.963], [0.699, -5.592, -1.276], [-1.908, -5.292, 0.652], [-2.283, -4.552, 1.771], [-2.286, -5.133, 3.036], [-1.920, -6.462, 3.193], [-1.565, -7.212, 2.079], [-1.565, -6.630, 0.814], [0.808, -1.155, -0.180], [2.398, -1.412, 0.632], [2.485, -2.195, 1.786], [3.694, -2.308, 2.464], [4.821, -1.639, 1.996], [4.746, -0.870, 0.840], [3.543, -0.757, 0.155], [1.172, -1.158, -1.949], [1.997, -2.167, -2.456], [2.269, -2.230, -3.813], [1.712, -1.294, -4.678], [0.865, -0.308, -4.188], [0.587, -0.243, -2.828], [0.531, -3.470, -0.210], [-0.364, -2.787, 1.132], [-1.264, -2.290, -1.758], [-2.232, -2.130, -0.300], [-1.233, -4.694, -3.914], [0.833, -5.289, -5.127], [2.818, -6.092, -3.880], [2.722, -6.305, -1.416], [0.663, -5.713, -0.200], [-2.599, -3.519, 1.661], [-2.594, -4.552, 3.900], [-1.928, -6.917, 4.175], [-1.297, -8.256, 2.191], [-1.300, -7.229, -0.049], [1.617, -2.738, 2.149], [3.760, -2.936, 3.347], [5.765, -1.736, 2.521], [5.632, -0.374, 0.460], [3.497, -0.186, -0.765], [2.424, -2.910, -1.788], [2.907, -3.016, -4.196], [1.927, -1.343, -5.739], [0.411, 0.407, -4.862], [-0.104, 0.503, -2.463]]}



{"formula": "C10H24FN4O6", "method": "ωB97M-V/def2-TZVPD", "lumo_ev": -2.833, "homo_lumo_gap_ev": 9.01, "total_charge": 1, "multiplicity": 1, "elements": ["F", "N", "C", "N", "C", "N", "C", "C", "C", "C", "C", "C", "C", "C", "N", "H", "H", "H", "H", "H", "H", "H", "H", "H", "H", "H", "H", "O", "H", "H", "O", "H", "H", "O", "H", "H", "O", "H", "H", "O", "H", "H", "O", "H", "H"], "xyz": [[-2.507, -0.987, 2.182], [-2.017, -1.991, 1.417], [-1.380, -1.683, 0.286], [-0.777, -2.503, -0.647], [-0.311, -1.610, -1.599], [-0.624, -0.325, -1.286], [-0.387, 0.948, -1.981], [0.602, 1.942, -1.230], [1.431, 1.226, -0.118], [2.452, 0.224, -0.395], [3.164, -0.341, 0.745], [2.896, 0.055, 2.118], [1.858, 1.031, 2.403], [1.135, 1.604, 1.262], [-1.262, -0.375, -0.106], [-2.119, -2.978, 1.677], [0.240, -1.889, -2.520], [-1.397, 1.477, -2.027], [-0.049, 0.838, -3.037], [-0.008, 2.787, -0.806], [1.283, 2.435, -1.983], [2.656, -0.076, -1.446], [3.972, -1.084, 0.571], [3.466, -0.383, 2.973], [1.602, 1.339, 3.438], [0.352, 2.359, 1.510], [-1.590, 0.456, 0.388], [-2.909, -4.837, 2.184], [-3.235, -5.647, 1.772], [-3.713, -4.369, 2.448], [2.020, 3.867, -3.274], [2.916, 4.222, -3.289], [1.676, 4.068, -4.153], [-2.584, 3.079, -3.182], [-2.504, 3.912, -3.661], [-3.535, 2.922, -3.144], [0.442, -0.228, 4.926], [0.603, -0.959, 4.317], [-0.354, 0.193, 4.581], [2.392, 2.509, -5.752], [3.321, 2.273, -5.856], [2.075, 1.914, -5.065], [-3.457, -5.300, 5.115], [-2.837, -5.255, 5.852], [-2.996, -4.858, 4.392]]}



{"formula": "C18H27BrFeN8O2S2", "method": "ωB97M-V/def2-TZVPD", "s2": 6.013, "lumo_ev": [-0.110, -0.146], "homo_lumo_gap_ev": [8.08, 8.43], "multiplicity": 5, "elements": ["Fe", "Br", "C", "C", "C", "C", "C", "N", "C", "O", "O", "H", "H", "H", "C", "N", "C", "C", "S", "N", "C", "C", "H", "H", "H", "H", "H", "H", "H", "H", "H", "H", "H", "H", "C", "N", "C", "N", "C", "N", "C", "N", "C", "C", "H", "H", "H", "H", "H", "H", "H", "H", "H", "H", "H", "H", "S", "C", "N"], "xyz": [[0.016, -0.608, 0.059], [-2.965, 1.449, -0.344], [-2.933, 0.272, 1.145], [-4.020, 0.223, 1.998], [-3.927, -0.612, 3.102], [-2.776, -1.353, 3.311], [-1.751, -1.241, 2.393], [-1.832, -0.435, 1.330], [-0.445, -2.009, 2.536], [-0.300, -2.707, 3.519], [0.384, -1.820, 1.569], [-4.899, 0.818, 1.803], [-4.754, -0.675, 3.798], [-2.646, -2.012, 4.157], [0.358, -0.586, -4.685], [-0.769, -1.127, -3.913], [-1.882, -0.190, -3.832], [-0.578, -2.032, -2.919], [-1.437, -1.898, -1.424], [0.225, -3.068, -3.133], [0.609, -3.544, -4.462], [0.703, -3.925, -2.049], [0.581, 0.419, -4.319], [0.096, -0.529, -5.744], [1.251, -1.181, -4.565], [-2.041, 0.214, -4.831], [-1.662, 0.632, -3.145], [-2.786, -0.689, -3.499], [-0.048, -3.123, -5.217], [0.498, -4.628, -4.464], [1.649, -3.300, -4.682], [0.654, -3.408, -1.099], [1.736, -4.189, -2.263], [0.094, -4.829, -1.992], [-0.252, 1.809, 2.433], [0.655, 1.402, 1.328], [1.933, 0.949, 1.970], [2.532, 1.989, 2.798], [1.578, 2.359, 3.843], [0.315, 2.851, 3.278], [0.616, 4.014, 2.439], [1.547, 3.684, 1.358], [0.954, 2.631, 0.541], [2.782, 3.165, 1.959], [-0.466, 0.937, 3.048], [-1.181, 2.178, 1.998], [2.630, 0.665, 1.185], [1.717, 0.073, 2.579], [2.013, 3.144, 4.464], [1.376, 1.488, 4.467], [1.057, 4.793, 3.062], [-0.313, 4.394, 2.007], [1.635, 2.377, -0.267], [0.016, 2.994, 0.117], [3.233, 3.948, 2.568], [3.477, 2.892, 1.163], [1.883, 0.032, -1.329], [2.656, -1.153, -2.240], [3.204, -1.926, -2.906]]}



{"formula": "C25H35N3O6S", "method": "ωB97M-V/def2-TZVPD", "lumo_ev": 0.521, "smiles": "CC(=O)Nc1ccc(S(=O)(=O)N(C)CC(=O)OCC(=O)N[C@@H](C)[C@]23C[C@H]4C[C@H](C[C@H](C4)C2)C3)cc1", "homo_lumo_gap_ev": 9.30, "multiplicity": 1, "elements": ["C", "C", "O", "N", "C", "C", "C", "C", "S", "O", "O", "N", "C", "C", "C", "O", "O", "C", "C", "O", "N", "C", "C", "C", "C", "C", "C", "C", "C", "C", "C", "C", "C", "C", "C", "H", "H", "H", "H", "H", "H", "H", "H", "H", "H", "H", "H", "H", "H", "H", "H", "H", "H", "H", "H", "H", "H", "H", "H", "H", "H", "H", "H", "H", "H", "H", "H", "H", "H", "H"], "xyz": [[2.928, 4.029, -1.189], [1.487, 3.569, -1.190], [0.816, 3.475, -2.192], [1.038, 3.301, 0.075], [-0.147, 2.696, 0.465], [-1.095, 2.227, -0.446], [-2.182, 1.504, 0.008], [-2.341, 1.275, 1.361], [-3.598, 0.138, 1.910], [-4.728, 0.227, 1.035], [-3.793, 0.254, 3.325], [-2.933, -1.383, 1.652], [-2.663, -1.749, 0.288], [-2.155, -2.002, 2.686], [-0.645, -1.839, 2.546], [0.114, -2.739, 2.276], [-0.259, -0.593, 2.785], [1.135, -0.309, 2.920], [1.902, -0.070, 1.604], [2.383, 1.018, 1.349], [2.025, -1.163, 0.849], [2.899, -1.262, -0.309], [3.803, -2.474, -0.093], [2.093, -1.272, -1.634], [1.010, -2.355, -1.648], [0.222, -2.287, -2.958], [-0.441, -0.917, -3.102], [0.638, 0.163, -3.104], [1.588, -0.061, -4.277], [2.244, -1.431, -4.136], [1.169, -2.517, -4.135], [3.030, -1.499, -2.826], [1.420, 0.097, -1.796], [-1.464, 1.817, 2.282], [-0.370, 2.528, 1.835], [3.015, 4.976, -0.661], [3.266, 4.162, -2.213], [3.551, 3.291, -0.688], [1.723, 3.370, 0.816], [-0.957, 2.410, -1.498], [-2.918, 1.119, -0.680], [-3.482, -1.363, -0.314], [-2.633, -2.836, 0.199], [-1.713, -1.335, -0.077], [-2.482, -1.539, 3.621], [-2.367, -3.078, 2.707], [1.182, 0.603, 3.517], [1.618, -1.137, 3.453], [1.597, -2.025, 1.169], [3.512, -0.353, -0.301], [4.267, -2.409, 0.889], [4.593, -2.505, -0.836], [3.233, -3.398, -0.142], [1.462, -3.344, -1.553], [0.328, -2.215, -0.806], [-0.549, -3.066, -2.951], [-1.137, -0.747, -2.279], [-1.010, -0.879, -4.034], [0.181, 1.153, -3.195], [1.038, -0.006, -5.219], [2.350, 0.721, -4.289], [2.931, -1.599, -4.973], [1.633, -3.502, -4.054], [0.609, -2.487, -5.073], [3.502, -2.480, -2.753], [3.817, -0.741, -2.826], [2.179, 0.881, -1.785], [0.747, 0.280, -0.955], [-1.651, 1.660, 3.332], [0.340, 2.938, 2.539]]}



{"formula": "C4H10O2", "method": "ωB97M-V/def2-TZVPD", "lumo_ev": 0.957, "smiles": "OCCCCO", "homo_lumo_gap_ev": 11.15, "multiplicity": 1, "elements": ["O", "C", "C", "C", "C", "O", "H", "H", "H", "H", "H", "H", "H", "H", "H", "H"], "xyz": [[2.796, 0.384, 0.896], [1.450, -0.127, 0.697], [0.797, 0.386, -0.614], [-0.561, -0.188, -0.868], [-1.594, 0.059, 0.122], [-2.785, -0.604, -0.326], [3.004, 1.176, 0.342], [0.747, -0.026, 1.601], [1.447, -1.184, 0.510], [1.414, 0.149, -1.473], [0.857, 1.524, -0.476], [-1.023, 0.316, -1.730], [-0.448, -1.233, -1.123], [-1.282, -0.282, 1.206], [-1.941, 1.120, 0.205], [-3.417, -0.586, 0.352]]}



Let's list electronic energy in order: -1123.16228 -2129.90665 -8466.55695 -1136.65507 -615.50529 -743.86582 -5005.70990 -1165.40936 -5924.80874 -1987.63392 -308.83531 a.u..